{"formula": "C3H6NO2S2", "method": "ωB97M-V/def2-TZVPD", "species": ["S", "S", "O", "O", "N", "C", "C", "C", "H", "H", "H", "H", "H", "H"], "xyz": [[2.11424, -0.45943, -0.31407], [-2.22025, -0.61986, -0.20516], [3.30223, -0.45014, 0.60273], [2.05512, 0.83572, -1.08469], [0.71199, -0.28398, 0.84739], [-0.90533, -1.70557, -0.47609], [-1.22255, 0.85334, -0.23712], [-0.07523, 0.81178, 0.81318], [-0.16788, -1.34330, -1.14009], [-0.55806, 0.79123, 1.84323], [-0.55355, 0.93122, -1.11805], [-1.95663, 1.66323, -0.12898], [0.41515, 1.71842, 0.72311], [-0.93925, -2.74266, -0.12538]], "nbo_charge": [1.545, 0.272, -1.030, -1.079, -0.546, -0.546, -0.568, -0.294, 0.199, 0.155, 0.250, 0.215, 0.220, 0.206], "lumo_energy_ha": [0.1113, 0.1118], "multiplicity": 1, "energy_ha": -1119.4343, "homo_lumo_gap_ha": [0.247, 0.239], "relative_energy_kcal_mol": 106.60, "charge": -1}